(1)
DFT (ωB97M-V with the def2-TZVPD basis set) results for 11 unconnected molecules or ions with the total composition C15H37N7O30S4 in a non-equilibrium geometry.

Output
ΔE to the lowest compared entry with this formula, charge and spin in kJ/mol: 70.2
DFT total energy in eV: -131326.78035
SMILES: C[N+](=O)[O-].C[N+](=O)[O-].C[N+](=O)[O-].C[N+](=O)[O-].C[N+](=O)[O-].C[N+](=O)[O-].C[N+](=O)[O-].O=S1(=O)OCCO1.O=S1(=O)OCCO1.O=S1(=O)OCCO1.O=S1(=O)OCCO1
E_LUMO in Eh: -0.017
Kohn-Sham gap in eV: 10.0740

Last column: Mulliken charge in e.
Cartesian coordinates (Å):
C  2.38981  -4.67736  1.08521  -0.806
N  2.72809  -3.25808  1.41176  1.102
O  2.52193  -2.86722  2.55373  -0.587
O  3.31154  -2.54731  0.60727  -0.533
H  1.99039  -5.09846  2.00062  0.294
H  3.28616  -5.13043  0.67017  0.311
H  1.67058  -4.51507  0.28154  0.238
C  1.36341  1.63194  -5.38708  -0.777
N  0.32113  1.33029  -4.37011  0.727
O  -0.84384  1.51555  -4.69345  -0.523
O  0.67562  0.88424  -3.27372  -0.185
H  1.01048  2.04909  -6.32463  0.276
H  1.93564  0.70777  -5.38448  0.289
H  1.91781  2.45082  -4.92499  0.229
C  5.90361  -0.11624  1.08994  -0.769
N  4.63699  0.60254  1.31716  0.982
O  3.97903  0.92513  0.34606  -0.470
O  4.36722  0.84581  2.47598  -0.534
H  5.94101  -0.95704  1.77443  0.287
H  6.66634  0.64401  1.25948  0.335
H  5.97274  -0.33147  0.02566  0.201
C  -4.58816  -2.13448  -1.07372  -0.326
N  -5.28016  -2.64846  -2.26185  1.032
O  -5.94231  -3.65371  -2.15761  -0.599
O  -5.13511  -2.02418  -3.30116  -0.569
H  -4.80320  -2.84434  -0.27804  0.285
H  -5.01038  -1.16675  -0.81458  0.075
H  -3.51464  -1.97121  -1.14382  0.103
C  -2.92113  2.70031  3.42017  -0.753
N  -2.07858  3.55179  2.54140  0.858
O  -2.48472  4.66080  2.28053  -0.537
O  -1.05174  3.06709  2.11087  -0.378
H  -3.96759  2.95275  3.27601  0.344
H  -2.57543  2.76185  4.45014  0.340
H  -2.76228  1.67297  3.09807  0.120
C  3.15545  -1.15906  -2.72078  -0.317
N  4.24272  -0.14622  -2.93216  1.044
O  4.03168  0.86075  -3.55308  -0.555
O  5.32198  -0.44421  -2.45833  -0.603
H  2.85797  -1.22322  -1.67720  -0.047
H  3.52436  -2.08570  -3.15441  0.355
H  2.27736  -0.87896  -3.29939  0.101
C  0.47550  0.13036  0.39168  -0.265
N  -0.37053  -1.06517  0.29812  1.120
O  0.06181  -2.14337  0.61927  -0.274
O  -1.48736  -0.84769  -0.11288  -0.620
H  0.85762  0.17715  -0.62999  0.104
H  1.25942  0.14593  1.14529  0.082
H  -0.18503  0.97259  0.58490  -0.166
C  -2.64207  1.98640  -1.55552  0.819
C  -3.18944  3.25737  -1.01292  -0.565
O  -4.07236  2.94467  -0.00468  -0.346
S  -4.92373  1.57443  -0.35894  1.197
O  -6.15779  1.83636  -1.02362  -0.611
O  -4.98376  0.63303  0.76885  -0.566
O  -3.77885  1.09831  -1.48062  -0.294
H  -1.72429  1.67832  -1.05880  -0.322
H  -2.45123  2.19160  -2.60840  0.086
H  -3.83164  3.81337  -1.70078  0.332
H  -2.33433  3.83162  -0.65513  0.305
C  -2.39288  -4.59068  0.84080  -0.120
C  -1.09999  -5.28618  1.19933  0.100
O  -0.50455  -5.77307  -0.00776  -0.368
S  -1.21820  -5.18600  -1.35441  0.992
O  -1.42872  -6.17911  -2.39745  -0.581
O  -0.59196  -3.90306  -1.66070  -0.393
O  -2.61311  -4.89158  -0.50514  -0.298
H  -2.45736  -3.50738  0.96291  0.017
H  -3.23448  -4.98201  1.41394  0.370
H  -1.29916  -6.10424  1.89213  0.355
H  -0.36069  -4.67371  1.71580  -0.085
C  1.68047  3.93903  -0.45449  -0.130
C  2.72107  3.78236  -1.61055  0.222
O  2.29090  4.74402  -2.57004  -0.421
S  0.69888  5.07336  -2.40799  1.016
O  -0.00999  3.92301  -2.83966  -0.392
O  0.38826  6.38279  -2.92943  -0.588
O  0.83145  5.02240  -0.79169  -0.379
H  2.13697  4.01073  0.53030  0.474
H  1.02233  3.06880  -0.40688  -0.117
H  2.84600  2.73202  -1.87310  -0.085
H  3.70973  4.11006  -1.29048  0.331
C  -0.56645  -0.51768  4.21523  0.074
C  0.56388  -0.71259  5.28938  -0.439
O  1.51912  0.26629  4.85487  -0.328
S  0.87578  1.62230  4.24432  1.095
O  1.68470  2.22301  3.20524  -0.393
O  0.39290  2.59274  5.21862  -0.636
O  -0.36623  0.71919  3.58156  -0.176
H  -1.58958  -0.60418  4.57587  0.302
H  -0.31944  -1.23847  3.43293  -0.154
H  0.94167  -1.71970  5.14355  0.366
H  0.18499  -0.49409  6.28556  0.296

***

(2)
DFT (ωB97M-V with the def2-TZVPD basis set) results for a molecular structure, C15H38HgN7O7P in a non-equilibrium geometry.

Output
DFT total energy in eV: -54387.33829
E_LUMO (spin up / spin down) in Eh: -0.080 / -0.021
Kohn-Sham gap (spin up / spin down) in eV: 4.5186 / 6.0833

Last column: Mulliken charge in e.
Cartesian coordinates (Å):
O  -0.14561  -1.90425  -5.63042  -0.326
H  -1.10778  -1.77378  -5.41544  0.332
Hg  -0.53315  0.14317  -1.70554  1.559
N  1.17713  -1.15173  -2.01315  0.682
N  -1.17258  -1.84441  -1.02068  0.794
N  0.17661  2.16924  -1.59375  0.483
N  -1.77287  1.19697  -0.13502  0.552
O  2.34423  -0.79625  -2.24588  -0.650
O  1.26498  2.66585  -2.28272  -0.625
O  -2.87393  0.65318  0.47259  -0.691
O  -2.21940  -2.08436  -0.34034  -0.822
C  -0.46911  -2.83252  -1.64384  0.354
C  0.77718  -2.45871  -2.20845  -0.092
C  -0.44730  3.00939  -0.79004  0.215
C  -1.56479  2.49239  -0.01838  0.501
C  1.68697  -3.24219  -3.05467  -1.466
H  1.79739  -2.75305  -4.02795  0.256
H  1.29961  -4.24207  -3.21618  0.426
H  2.67684  -3.27877  -2.59171  0.298
C  -1.11270  -4.15430  -1.75639  -1.624
H  -2.09353  -4.05752  -2.23457  0.307
H  -1.28544  -4.59780  -0.77140  0.277
H  -0.49825  -4.82192  -2.35407  0.397
C  0.04695  4.39666  -0.66549  -1.494
C  -2.36547  3.37154  0.87462  -1.915
H  0.70516  4.60187  -1.51227  0.479
H  0.61720  4.54323  0.26264  0.185
H  -0.78898  5.10387  -0.64810  0.390
H  -2.94735  2.76297  1.56871  0.418
H  -3.05895  4.00389  0.30309  0.382
H  -1.72578  4.05418  1.44756  0.348
H  1.72055  1.87740  -2.69133  0.352
H  -2.75454  -0.33225  0.35169  0.441
C  -2.19344  0.33857  -3.04398  -1.280
H  -1.77840  -0.02946  -3.96408  0.198
H  -2.46802  1.41313  -3.04999  0.278
H  -3.06894  -0.22986  -2.69955  0.335
O  1.67376  0.91495  -5.32428  -0.628
H  1.41045  0.11222  -5.81829  0.319
H  0.82674  1.21020  -4.93859  0.329
C  1.52465  2.35153  2.01623  -1.297
N  0.56126  1.40377  2.59830  0.668
C  0.30274  1.67837  4.00754  -1.361
P  0.51662  -0.09335  1.89054  -0.555
O  0.81891  0.04126  0.43848  -0.685
N  1.77509  -1.06600  2.55969  0.048
C  2.19945  -2.12040  1.62595  -0.996
C  2.97050  -0.34919  3.00703  -1.005
N  -0.88415  -0.83935  2.36356  0.981
C  -1.88867  -0.25205  3.22795  -0.974
C  -0.93111  -2.29206  2.43561  -0.819
H  2.51540  2.26264  2.48372  0.372
H  1.12737  3.35689  2.18482  0.440
H  1.62748  2.18423  0.94246  0.353
H  -0.76139  1.81888  4.19935  0.334
H  0.68677  0.92181  4.70089  0.358
H  0.78418  2.63255  4.22595  0.454
H  2.62143  -1.66846  0.72055  0.308
H  2.96110  -2.71347  2.14079  0.426
H  1.37634  -2.76682  1.32126  0.179
H  3.43018  0.19628  2.17489  0.305
H  2.75208  0.35337  3.81173  0.275
H  3.67335  -1.10393  3.36379  0.393
H  -2.16201  0.76652  2.94915  0.029
H  -2.77694  -0.87415  3.09036  0.497
H  -1.60971  -0.29330  4.29042  0.346
H  -0.32588  -2.69625  3.25775  0.247
H  -0.65684  -2.76471  1.49127  0.079
H  -1.98367  -2.52423  2.60558  0.321

***

(3)
DFT (ωB97M-V with the def2-TZVPD basis set) results for 3 unconnected molecules or ions with the total composition C15H38O12P2S in a non-equilibrium geometry.

Output
ΔE to the lowest compared entry with this formula, charge and spin in kJ/mol: 0.0
DFT total energy in eV: -70154.39457
E_LUMO in Eh: -0.016
Kohn-Sham gap in eV: 9.6310

Last column: Mulliken charge in e.
Cartesian coordinates (Å):
C  1.26114  3.56752  0.54996  -1.127
C  0.30748  3.27864  1.70763  0.284
O  -0.16874  1.91422  1.66628  -0.524
C  -0.97707  4.14780  1.68347  -0.693
O  -1.47761  4.18233  0.33062  -0.230
S  -3.09916  4.02838  0.20073  0.534
O  -3.75742  4.58586  1.35806  -0.537
O  -3.31787  2.39427  0.24995  -0.375
H  0.76497  3.62632  -0.42293  0.306
H  1.96970  2.73090  0.47250  0.246
H  1.81532  4.49006  0.76900  0.326
H  0.76507  3.41109  2.69979  0.400
H  0.35980  1.42467  2.30609  0.306
H  -1.66263  3.67230  2.38979  0.410
H  -0.68977  5.16452  1.97553  0.349
H  -3.71809  2.13996  1.09991  0.324
O  -6.55272  -3.04955  -3.16203  -0.780
P  -5.94484  -2.70199  -1.84004  1.130
O  -6.04938  -4.10800  -1.01150  -0.332
C  -5.17577  -5.18023  -1.36207  -0.333
C  -3.76080  -4.94808  -0.86085  -0.942
O  -7.20641  -1.89890  -1.15629  -0.340
C  -8.22740  -1.31537  -1.96439  -0.331
C  -9.43202  -2.23044  -2.05321  -1.230
O  -4.93832  -2.02769  -0.70054  -0.288
C  -4.20848  -0.83650  -1.07339  -0.321
C  -5.10956  0.37071  -1.25126  -0.934
H  -5.18388  -5.32701  -2.44657  0.287
H  -5.58468  -6.08066  -0.90402  0.327
H  -3.29215  -4.11076  -1.38365  0.226
H  -3.14510  -5.83473  -1.02062  0.401
H  -3.76375  -4.70434  0.20151  0.239
H  -7.84686  -1.06587  -2.95528  0.388
H  -8.51541  -0.37496  -1.48826  0.376
H  -9.14951  -3.23795  -2.35750  0.300
H  -10.16273  -1.84019  -2.76397  0.365
H  -9.91240  -2.31864  -1.07693  0.297
H  -3.64035  -1.02954  -1.98662  0.285
H  -3.49375  -0.64617  -0.27299  0.312
H  -5.73341  0.26815  -2.14344  0.321
H  -4.51635  1.27385  -1.36273  0.353
H  -5.77772  0.48743  -0.39771  0.223
O  5.02924  1.47066  0.47954  -0.725
P  6.09200  0.41820  0.50129  1.123
O  5.23309  -0.96204  0.67293  -0.351
C  4.48749  -1.45358  -0.44142  -0.295
C  5.38300  -2.09814  -1.48498  -0.969
O  6.60365  0.57401  2.05695  -0.359
C  6.38904  1.78527  2.77966  -0.330
C  5.15982  1.67570  3.65931  -1.179
O  7.49096  -0.41273  0.15338  -0.307
C  8.58256  0.32992  -0.43190  -0.340
C  9.20106  1.32049  0.53800  -0.985
H  3.89966  -0.64252  -0.88234  0.252
H  3.78874  -2.19252  -0.04991  0.336
H  6.02199  -1.35397  -1.96683  0.228
H  4.78578  -2.58353  -2.25833  0.408
H  6.03861  -2.83796  -1.02582  0.242
H  6.31555  2.63696  2.10272  0.379
H  7.27196  1.94892  3.40208  0.374
H  4.29108  1.33732  3.09425  0.259
H  4.92726  2.63739  4.12065  0.363
H  5.32592  0.94346  4.45154  0.309
H  8.23392  0.84022  -1.33315  0.313
H  9.32997  -0.40272  -0.73453  0.341
H  8.52103  2.15169  0.74026  0.246
H  10.12051  1.73617  0.12389  0.421
H  9.42476  0.84195  1.49078  0.244

***

(4)
DFT (ωB97M-V with the def2-TZVPD basis set) results for a molecular structure, C15H38O9S2Si2.

Output
DFT total energy in eV: -72025.99372
E_LUMO in Eh: 0.019
Kohn-Sham gap in eV: 10.6120

Last column: Mulliken charge in e.
Cartesian coordinates (Å):
C  -2.31202  -2.19950  1.94530  -0.865
C  -0.80945  -1.97207  1.68210  -0.443
Si  -0.12195  -2.75531  0.12574  0.173
C  1.34579  -1.76807  -0.46139  -0.767
C  2.55427  -1.93746  0.48489  -0.742
C  3.22357  -0.62131  0.88440  -0.412
C  4.69482  -0.77079  1.26004  -0.651
C  5.44661  0.54743  1.31110  -0.546
O  5.64430  1.08709  0.00103  -0.379
C  4.72838  1.85146  -0.64565  0.526
C  3.87381  2.80482  0.15405  -0.659
O  4.68273  1.80220  -1.83985  -0.587
O  -1.28670  -2.83942  -1.06293  -0.087
Si  -1.93007  -1.55957  -1.87382  0.583
H  -2.48514  -2.63448  2.92985  0.342
H  -2.86324  -1.25954  1.90977  0.310
H  -2.77465  -2.86890  1.21763  0.007
H  -0.21978  -2.35201  2.52176  0.364
H  -0.58760  -0.90228  1.61868  0.360
H  0.29993  -4.14978  0.39856  -0.182
H  1.04856  -0.71212  -0.49986  0.396
H  1.60906  -2.03960  -1.48644  0.432
H  2.25893  -2.46661  1.40049  0.357
H  3.29479  -2.58083  0.00451  0.381
H  3.11831  0.08473  0.05526  0.221
H  2.68778  -0.18457  1.73445  0.213
H  4.78782  -1.23277  2.24821  0.375
H  5.19597  -1.43672  0.55246  0.396
H  6.44848  0.40682  1.71168  0.371
H  4.92982  1.25886  1.95988  0.255
H  2.84126  2.70817  -0.17681  0.295
H  3.91581  2.68765  1.23154  0.240
H  4.20434  3.81511  -0.08503  0.310
H  -1.02536  -1.13631  -2.96320  -0.163
H  -2.09882  -0.41115  -0.95040  -0.154
H  -3.23977  -1.93305  -2.43980  -0.230
O  3.15118  5.47848  1.85509  -0.536
S  2.58623  6.76399  2.14825  1.152
O  1.40827  6.82711  2.95607  -0.612
O  2.35504  7.53940  0.78632  -0.301
C  1.69093  6.81926  -0.28904  0.008
C  0.19541  6.73745  -0.08714  -1.029
C  3.81382  7.82715  2.81791  -0.968
H  2.14849  5.83347  -0.37413  0.039
H  1.94636  7.39476  -1.17569  0.282
H  -0.06010  6.11201  0.76655  0.297
H  -0.25967  6.31021  -0.98153  0.395
H  -0.22333  7.72998  0.07685  0.275
H  4.69246  7.79430  2.18027  0.308
H  4.04063  7.44597  3.81125  0.371
H  3.40363  8.83142  2.88009  0.341
O  -7.62854  -4.37306  -3.13220  -0.646
S  -7.22646  -5.55148  -2.42348  1.236
O  -7.66746  -5.73074  -1.07454  -0.610
O  -5.64820  -5.68259  -2.49838  -0.295
C  -4.86844  -4.49829  -2.17962  -0.554
C  -4.77119  -4.25551  -0.69189  -0.378
C  -7.62199  -6.98563  -3.35911  -0.940
H  -5.30221  -3.64779  -2.70550  0.412
H  -3.89170  -4.70594  -2.61173  0.211
H  -5.73472  -3.98082  -0.26470  0.356
H  -4.06678  -3.44388  -0.51132  -0.164
H  -4.41272  -5.14729  -0.17770  0.312
H  -7.25556  -6.85440  -4.37308  0.312
H  -8.70649  -7.06959  -3.34683  0.371
H  -7.16752  -7.84807  -2.87925  0.316

***

- Which value of DFT total energy does entry 1 give?
  -131326.78035 eV

***

- Among the records above, which one has the lowest DFT total energy?
  C15H37N7O30S4

***

- DFT total energy of number 1 (C15H37N7O30S4)?
  -131326.78035 eV